# C35H61BGeN9O3S3Tl

A molecular structure, C35H61BGeN9O3S3Tl (ωB97M-V/def2-TZVPD, the OMol25 dataset).

Results
relative energy (zero: lowest compared OMol25 entry of this formula, charge and spin)	1.818	eV
molecular weight	1039.94	g/mol

```
! RIJCOSX wB97M-V def2-TZVPD def2/J DEFGRID3
* xyz 1 2
Tl -0.938 0.156 0.125
C 1.399 -0.738 3.126
C -0.064 -1.063 3.418
C -0.718 0.128 4.122
C -0.144 -2.306 4.307
O -0.706 -1.294 2.172
Ge -2.313 -2.213 1.811
O -1.664 -2.327 0.057
C -1.872 -3.195 -1.046
C -2.484 -2.384 -2.189
C -0.526 -3.769 -1.480
C -2.814 -4.337 -0.661
O -3.028 -0.497 1.378
C -4.291 0.128 1.543
C -4.331 0.870 2.879
C -5.410 -0.915 1.496
C -4.456 1.118 0.387
H 1.951 -0.584 4.056
H 1.854 -1.558 2.570
H 1.455 0.176 2.523
H -0.223 0.335 5.073
H -0.660 1.015 3.483
H -1.772 -0.090 4.310
H 0.472 -2.177 5.197
H -1.177 -2.479 4.616
H 0.205 -3.182 3.754
H -1.822 -1.553 -2.451
H -2.635 -3.002 -3.076
H -3.446 -1.973 -1.873
H 0.154 -2.955 -1.733
H -0.087 -4.348 -0.665
H -0.645 -4.416 -2.351
H -3.780 -3.936 -0.347
H -2.965 -5.005 -1.509
H -2.386 -4.906 0.167
H -4.242 0.154 3.699
H -3.502 1.578 2.943
H -5.272 1.413 2.989
H -5.266 -1.637 2.304
H -6.385 -0.442 1.618
H -5.386 -1.450 0.544
H -3.632 1.839 0.404
H -4.432 0.580 -0.564
H -5.398 1.662 0.468
C 5.277 -1.729 -4.007
C 4.336 -0.723 -4.686
C 5.002 -0.199 -5.954
C 2.993 -1.354 -5.062
N 4.070 0.437 -3.768
C 4.379 1.750 -4.040
C 3.902 2.498 -3.021
N 3.284 1.666 -2.121
B 2.139 2.110 -1.127
N 1.193 3.033 -1.916
C 1.159 4.406 -1.875
C 0.018 4.808 -2.465
N -0.672 3.681 -2.874
C 0.076 2.587 -2.545
S -0.192 0.945 -2.931
C -2.080 3.700 -3.393
C -2.550 5.148 -3.489
C -2.137 3.070 -4.786
C -2.971 2.947 -2.403
N 2.632 2.838 0.126
C 3.902 3.271 0.456
C 3.845 3.803 1.686
N 2.536 3.728 2.134
C 1.781 3.137 1.157
S 0.093 2.912 1.054
C 2.220 4.170 3.539
C 2.871 3.155 4.481
C 2.811 5.568 3.731
C 0.730 4.248 3.856
C 3.418 0.413 -2.585
S 2.856 -1.039 -1.764
H 5.732 -2.358 -4.772
H 4.755 -2.377 -3.310
H 6.078 -1.210 -3.478
H 5.130 -1.034 -6.639
H 5.990 0.220 -5.750
H 4.383 0.547 -6.455
H 3.168 -2.188 -5.742
H 2.355 -0.625 -5.566
H 2.452 -1.736 -4.196
H 4.911 2.057 -4.922
H 3.938 3.567 -2.884
H 1.549 1.134 -0.811
H 1.939 4.989 -1.414
H -0.337 5.808 -2.627
H -1.943 5.720 -4.193
H -2.539 5.641 -2.515
H -3.576 5.154 -3.853
H -1.498 3.618 -5.481
H -3.164 3.109 -5.154
H -1.820 2.032 -4.760
H -2.895 3.389 -1.406
H -2.686 1.899 -2.344
H -4.010 3.002 -2.732
H 4.742 3.151 -0.209
H 4.639 4.211 2.285
H 3.951 3.104 4.341
H 2.452 2.162 4.301
H 2.666 3.432 5.516
H 3.897 5.582 3.633
H 2.565 5.920 4.732
H 2.381 6.265 3.010
H 0.257 3.272 3.845
H 0.201 4.900 3.163
H 0.633 4.662 4.861
N 3.672 -1.014 -0.333
C 4.568 -0.600 0.341
N 5.571 -0.407 0.998
C 6.086 0.187 2.050
N 6.635 0.670 2.944
*
```

# C4H9N

2 unconnected molecules or ions with the total composition C4H9N at a distorted geometry (ωB97M-V/def2-TZVPD, the OMol25 dataset).

Results
relative energy (zero: lowest compared OMol25 entry of this formula, charge and spin)	1.740	eV
SMILES	C=CN.C=C
molecular weight	71.12	g/mol

```
! RIJCOSX wB97M-V def2-TZVPD def2/J DEFGRID3
* xyz 0 1
C -1.424 -0.269 -1.432
C -1.596 -1.316 -0.635
N -1.226 -1.389 0.734
H -1.208 0.705 -1.004
H -1.907 -0.188 -2.396
H -2.187 -2.162 -0.974
H -2.064 -1.366 1.305
H -0.698 -0.553 0.963
C 1.781 0.982 -0.028
C 2.318 1.202 1.158
H 2.379 0.614 -0.837
H 0.732 1.127 -0.234
H 3.378 1.160 1.350
H 1.723 1.454 2.030
*
```

# C4H7N3O

A single C4H7N3O molecule at a distorted geometry (ωB97M-V/def2-TZVPD, the OMol25 dataset).

Results
relative energy (zero: lowest compared OMol25 entry of this formula, charge and spin)	1.322	eV
SMILES	NC(=O)N1CCC=N1
molecular weight	113.12	g/mol

```
! RIJCOSX wB97M-V def2-TZVPD def2/J DEFGRID3
* xyz 0 1
N -0.368 -0.837 -2.504
C -0.180 -1.270 -1.238
O -0.301 -2.452 -0.900
N 0.162 -0.297 -0.278
C 0.175 -0.517 1.109
C 0.280 0.932 1.708
C -0.054 1.722 0.462
N -0.022 1.002 -0.585
H -0.073 0.115 -2.486
H -0.505 -1.389 -3.390
H 0.929 -1.336 1.471
H -0.786 -0.806 1.506
H 1.251 1.252 1.974
H -0.346 1.067 2.595
H -0.163 2.815 0.557
*
```

# C7H15N2O2

A gas-phase ion, C7H15N2O2 (charge +1) at a distorted geometry (ωB97M-V/def2-TZVPD, the OMol25 dataset).

Results
relative energy (zero: lowest compared OMol25 entry of this formula, charge and spin)	4.924	eV
SMILES	C/C=N/[C@@]1([NH2+]C)O[C@H]1COC
molecular weight	159.21	g/mol

```
! RIJCOSX wB97M-V def2-TZVPD def2/J DEFGRID3
* xyz 1 1
C 1.203 -2.322 2.347
C 0.551 -1.638 1.197
N 1.155 -0.945 0.314
C 0.557 -0.604 -1.158
N 1.895 -0.320 -1.912
C 2.254 1.140 -1.598
O -0.386 -1.407 -1.781
C -0.806 -0.075 -1.456
C -1.836 0.058 -0.379
O -1.731 1.389 -0.049
C -2.731 1.953 0.769
H 0.737 -2.089 3.206
H 0.994 -3.338 2.382
H 2.275 -2.010 2.391
H -0.474 -2.031 0.955
H 2.508 -0.971 -1.490
H 1.711 -0.663 -2.831
H 3.133 1.248 -2.161
H 1.392 1.843 -1.725
H 2.493 1.379 -0.616
H -0.924 0.473 -2.281
H -1.680 -0.457 0.496
H -2.938 -0.220 -0.863
H -3.036 3.020 0.502
H -2.385 1.794 1.739
H -3.751 1.443 0.618
*
```

# C3H6OS2

2 unconnected molecules or ions with the total composition C3H6OS2 at a distorted geometry (ωB97M-V/def2-TZVPD, the OMol25 dataset).

Results
relative energy (zero: lowest compared OMol25 entry of this formula, charge and spin)	8.141	eV
molecular weight	122.21	g/mol

```
! RIJCOSX wB97M-V def2-TZVPD def2/J DEFGRID3
* xyz 0 1
C -0.158 0.344 0.807
C 0.346 0.563 -0.628
C -0.324 -0.657 -0.395
H 0.954 -1.073 2.351
H -1.163 0.941 0.925
H 1.389 0.309 -0.853
H 0.641 2.715 -1.190
H -1.419 -0.286 -0.757
H -1.038 -3.205 -0.657
O 0.085 -1.916 0.023
S 1.166 0.280 2.078
S -0.478 1.985 -1.704
*
```

# C4H11NO

2 unconnected molecules or ions with the total composition C4H11NO at a distorted geometry (ωB97M-V/def2-TZVPD, the OMol25 dataset).

Results
relative energy (zero: lowest compared OMol25 entry of this formula, charge and spin)	2.820	eV
SMILES	C=CC.NCO
molecular weight	89.14	g/mol

```
! RIJCOSX wB97M-V def2-TZVPD def2/J DEFGRID3
* xyz 0 1
C 3.784 -0.990 0.888
C 2.647 -1.691 0.753
C 2.377 -2.991 1.411
H 3.857 -0.055 0.497
H 4.803 -1.452 1.181
H 1.752 -1.238 0.220
H 2.878 -3.705 0.608
H 2.801 -3.334 2.364
H 1.330 -3.214 1.513
N -2.665 3.210 -1.387
C -3.714 2.222 -1.536
O -3.908 1.405 -0.365
H -2.908 3.897 -0.719
H -1.874 2.671 -1.334
H -4.608 2.756 -1.763
H -3.470 1.474 -2.370
H -3.082 1.036 0.040
*
```

# ArH22O11Xe

A molecular structure, ArH22O11Xe at a distorted geometry (ωB97M-V/def2-TZVPD, the OMol25 dataset).

Results
relative energy (zero: lowest compared OMol25 entry of this formula, charge and spin)	0.404	eV
molecular weight	369.40	g/mol

```
! RIJCOSX wB97M-V def2-TZVPD def2/J DEFGRID3
* xyz 0 1
Ar -0.180 -0.470 -0.743
Xe -1.626 -1.746 -3.892
O 2.330 0.970 0.945
H 3.064 1.429 1.352
H 2.579 0.886 0.025
O -2.430 3.259 -0.995
H -1.500 3.151 -1.191
H -2.756 2.366 -0.876
O 0.041 3.453 -2.102
H 0.219 2.585 -2.466
H -0.253 3.971 -2.851
O -0.109 2.089 1.805
H 0.120 3.011 1.926
H 0.643 1.712 1.350
O 2.234 -3.192 1.852
H 2.944 -2.556 1.931
H 2.083 -3.268 0.910
O -3.511 0.816 -0.277
H -3.678 -0.115 -0.131
H -3.690 1.227 0.568
O 0.901 -0.771 2.818
H 1.187 -1.604 2.442
H 1.253 -0.107 2.226
O -1.668 -1.707 1.939
H -0.910 -1.151 2.121
H -1.293 -2.563 1.731
O 2.201 -3.231 -0.945
H 2.259 -3.849 -1.674
H 2.529 -2.406 -1.302
O -4.079 -1.815 0.076
H -4.224 -2.612 -0.434
H -3.204 -1.923 0.448
O 2.745 1.152 -1.899
H 3.467 1.779 -1.938
H 2.313 1.230 -2.749
*
```

# C12H38O7

7 unconnected molecules or ions with the total composition C12H38O7 at a distorted geometry (ωB97M-V/def2-TZVPD, the OMol25 dataset).

Results
relative energy (zero: lowest compared OMol25 entry of this formula, charge and spin)	5.166	eV
SMILES	CCO.CCO.CCO.CCO.CCO.CO.CO
molecular weight	294.43	g/mol

```
! RIJCOSX wB97M-V def2-TZVPD def2/J DEFGRID3
* xyz 0 1
C -3.199 -1.201 2.796
C -2.405 -0.044 2.315
O -1.056 -0.475 2.047
H -2.987 -1.453 3.854
H -3.079 -2.110 2.219
H -4.298 -1.007 2.752
H -2.370 0.825 3.005
H -2.904 0.208 1.327
H -0.600 0.245 1.543
C 5.059 1.158 0.607
C 4.036 1.738 -0.340
O 2.967 2.144 0.467
H 6.010 1.459 0.283
H 5.068 0.066 0.797
H 4.909 1.669 1.566
H 3.845 0.957 -1.050
H 4.364 2.505 -1.034
H 2.127 1.890 0.086
C -2.447 1.627 -0.695
C -2.064 3.078 -1.088
O -2.875 3.540 -2.106
H -3.439 1.701 -0.253
H -1.828 1.497 0.159
H -2.351 0.845 -1.557
H -1.016 3.143 -1.468
H -2.265 3.767 -0.270
H -2.279 4.150 -2.603
C 2.188 -2.729 2.531
C 2.530 -1.402 3.258
O 3.889 -1.224 2.959
H 2.550 -3.691 2.924
H 2.486 -2.649 1.496
H 1.095 -2.812 2.494
H 2.423 -1.593 4.296
H 2.125 -0.521 2.900
H 4.177 -0.372 3.285
C -3.014 -2.015 -2.064
C -1.731 -2.287 -1.214
O -1.812 -3.637 -0.938
H -2.965 -0.978 -2.358
H -3.991 -2.286 -1.655
H -3.104 -2.567 -3.003
H -1.912 -1.879 -0.198
H -0.706 -2.056 -1.634
H -2.628 -3.827 -0.499
C -0.716 1.295 -4.096
O 0.139 1.542 -3.013
H -1.088 0.217 -3.942
H -0.391 1.476 -5.160
H -1.635 1.879 -3.922
H 0.287 2.509 -3.050
C 1.244 -0.682 -0.242
O 0.806 0.655 -0.403
H 2.191 -0.830 0.271
H 1.431 -0.949 -1.338
H 0.529 -1.404 0.275
H 0.665 0.878 -1.316
*
```